[1]
This record from the Open Molecules 2025 dataset describes a 8-piece molecular cluster, H17O8 overall. The level of theory is ωB97M-V/def2-TZVPD.

Each atom is followed by the atoms it is bonded to, with distances in Å.
Positions of all 25 atoms, in Å:
1 O -0.22 -0.89 -0.54  H2 1.095, H3 1.020, H4 0.995
2 H 0.78 -0.93 -0.10  O1 1.095
3 H -0.18 -0.63 -1.52  O1 1.020
4 H -0.93 -0.34 -0.11  O1 0.995
5 O 1.68 0.61 -1.43  H6 0.917, H7 0.978
6 H 1.88 1.34 -0.91  O5 0.917
7 H 2.58 0.55 -1.80  O5 0.978
8 O 0.28 -1.11 -3.36  H9 0.954, H10 0.992
9 H 0.89 -1.70 -3.80  O8 0.954
10 H 0.04 -0.41 -4.02  O8 0.992
11 O 0.59 -0.38 3.40  H12 1.038, H13 1.011
12 H 0.55 -1.25 3.96  O11 1.038
13 H 0.83 -0.59 2.44  O11 1.011
14 O -1.27 2.92 1.54  H15 0.976, H16 0.939
15 H -1.25 1.97 1.29  O14 0.976
16 H -1.82 2.87 2.30  O14 0.939
17 O -2.07 0.43 -1.42  H18 0.998, H19 1.012
18 H -2.21 1.41 -1.36  O17 0.998
19 H -2.60 -0.02 -2.16  O17 1.012
20 O 1.84 -1.11 0.92  H21 0.966, H22 0.929
21 H 2.74 -0.79 1.07  O20 0.966
22 H 2.12 -1.99 0.85  O20 0.929
23 O -1.27 0.11 1.28  H24 0.873, H25 1.014
24 H -2.14 0.08 1.33  O23 0.873
25 H -0.84 -0.16 2.16  O23 1.014

Net charge: +1
Frontier orbital gap, hartree: 0.390
Electronic energy, eV: -16648.4928
Spin multiplicity: 1
Relative energy (zero: lowest compared OMol25 entry of this formula, charge and spin), eV: 2.462

Atom charges from the Mulliken analysis, given in e for atoms 1 to 4:
1 O -0.48
2 H 0.56
3 H 0.47
4 H 0.53

[2]
This record from the Open Molecules 2025 dataset describes one molecule with the formula C3H4S2. The level of theory is ωB97M-V/def2-TZVPD.

Each atom is followed by the atoms it is bonded to, with distances in Å.
Positions of all 9 atoms, in Å:
1 C -0.87 -0.10 0.74  C2 1.544, S4 1.796, H6 0.984, H7 1.158
2 C 0.32 -0.67 -0.06  C1 1.544, C3 1.500, S5 1.870, H8 1.071
3 C 0.71 0.48 -0.93  C2 1.500, S4 2.062, S5 1.792, H9 1.110
4 S -0.72 1.56 0.08  C1 1.796, C3 2.062
5 S 1.96 0.14 0.31  C2 1.870, C3 1.792
6 H -1.65 -0.59 0.38  C1 0.984
7 H -0.73 0.01 1.88  C1 1.158
8 H 0.26 -1.68 -0.44  C2 1.071
9 H 0.72 0.85 -1.97  C3 1.110

Net charge: 0
Frontier orbital gap, hartree: 0.331
Electronic energy, eV: -24843.7617
SMILES string: C1S[C@H]2S[C@@H]12
Spin multiplicity: 1
Relative energy (zero: lowest compared OMol25 entry of this formula, charge and spin), eV: 1.880

Atom charges from the Mulliken analysis, given in e for atoms 1 to 4:
1 C -0.54
2 C -0.43
3 C -0.21
4 S -0.17

[3]
This record from the Open Molecules 2025 dataset describes one molecule with the formula C5H15N3O3S. The level of theory is ωB97M-V/def2-TZVPD.

Each atom is followed by the atoms it is bonded to, with distances in Å.
Positions of all 27 atoms, in Å:
1 C -1.89 2.68 0.22  N6 1.456, H13 1.218, H14 1.135, H15 1.082
2 C 1.09 -1.59 1.82  N7 1.521, H16 1.042, H17 1.084, H18 1.259
3 C -1.07 -1.84 -1.67  N8 1.464, H19 1.100, H20 1.110, H21 1.158
4 C -0.97 0.68 -0.52  C5 1.544, N6 1.469, H22 1.047, H23 1.126
5 C 0.20 -0.31 -0.30  C4 1.544, N7 1.783, N8 1.397, S12 1.792
6 N -0.93 1.65 0.58  C1 1.456, C4 1.469, H24 1.046
7 N -0.22 -1.04 1.27  C2 1.521, C5 1.783, H25 0.947
8 N 0.22 -1.22 -1.36  C3 1.464, C5 1.397, H27 1.017
9 O 2.00 1.21 -1.51  S12 1.414
10 O 2.76 -0.69 -0.19  S12 1.605, H26 0.932
11 O 2.00 1.16 0.98  S12 1.409
12 S 1.77 0.57 -0.28  C5 1.792, O9 1.414, O10 1.605, O11 1.409
13 H -1.82 3.74 0.83  C1 1.218
14 H -1.79 2.92 -0.88  C1 1.135
15 H -2.86 2.48 0.65  C1 1.082
16 H 0.89 -2.12 2.69  C2 1.042
17 H 1.59 -2.08 0.99  C2 1.084
18 H 1.86 -0.66 2.19  C2 1.259
19 H -1.64 -1.17 -2.32  C3 1.100
20 H -0.96 -2.85 -2.13  C3 1.110
21 H -1.65 -2.14 -0.71  C3 1.158
22 H -1.93 0.25 -0.43  C4 1.047
23 H -0.61 1.07 -1.51  C4 1.126
24 H 0.05 2.00 0.62  N6 1.046
25 H -0.52 -0.24 1.68  N7 0.947
26 H 3.51 -0.56 0.35  O10 0.932
27 H 0.91 -1.91 -1.05  N8 1.017

Net charge: 0
Frontier orbital gap, hartree: 0.358
Electronic energy, eV: -26872.3683
SMILES string: CNCC(NC)(NC)S(=O)(=O)O
Spin multiplicity: 1
Relative energy (zero: lowest compared OMol25 entry of this formula, charge and spin), eV: 0.999

Atom charges from the Mulliken analysis, given in e for atoms 1 to 4:
1 C -0.86
2 C -0.66
3 C -0.81
4 C -1.36

[4]
This record from the Open Molecules 2025 dataset describes one molecule with the formula C3H2Cl2O. The level of theory is ωB97M-V/def2-TZVPD.

Each atom is followed by the atoms it is bonded to, with distances in Å.
Positions of all 8 atoms, in Å:
1 C 1.26 0.40 0.16  C2 1.470, O4 1.199, H7 1.101
2 C -0.19 0.35 -0.06  C1 1.470, C3 1.338, Cl5 1.724
3 C -0.84 -0.82 -0.15  C2 1.338, Cl6 1.701, H8 1.077
4 O 1.85 -0.47 0.73  C1 1.199
5 Cl -0.98 1.88 -0.10  C2 1.724
6 Cl -2.53 -0.92 -0.27  C3 1.701
7 H 1.75 1.32 -0.19  C1 1.101
8 H -0.31 -1.75 -0.13  C3 1.077

Net charge: 0
Frontier orbital gap, hartree: 0.353
Electronic energy, eV: -30234.7416
SMILES string: O=C/C(Cl)=C/Cl
Spin multiplicity: 1
Relative energy (zero: lowest compared OMol25 entry of this formula, charge and spin), eV: 0.553

Atom charges from the Mulliken analysis, given in e for atoms 1 to 4:
1 C -0.07
2 C 0.32
3 C -0.20
4 O -0.43